# 1
The following is a DFT calculation (ωB97M-V with the def2-TZVPD basis set) of 3 unconnected molecules or ions with the total composition C13H33NO3P.

Atoms and positions in Å:
C 5.38 -0.79 1.11
C 4.60 -1.28 -0.12
C 3.49 -0.35 -0.65
C 2.55 0.22 0.43
C 1.26 -0.56 0.60
N 1.61 -2.02 0.44
P 0.37 -3.10 1.17
O -0.21 -2.51 2.37
C 1.80 -2.25 -1.03
C 2.65 -1.15 -1.68
H 5.36 -1.54 1.89
H 6.43 -0.66 0.86
H 5.02 0.15 1.52
H 5.31 -1.39 -0.94
H 4.22 -2.29 0.06
H 3.95 0.49 -1.17
H 3.02 0.32 1.41
H 2.25 1.23 0.15
H 0.54 -0.34 -0.19
H 0.77 -0.36 1.54
H 2.47 -2.19 0.97
H 1.05 -4.29 1.50
H -0.55 -3.40 0.16
H 2.22 -3.24 -1.21
H 0.81 -2.19 -1.47
H 3.34 -1.59 -2.38
H 2.00 -0.44 -2.19
C -2.58 1.38 -2.93
C -1.67 0.22 -2.55
C -2.34 -0.71 -1.56
O -0.44 0.71 -1.98
H -2.82 1.97 -2.04
H -2.08 2.04 -3.64
H -3.51 1.03 -3.37
H -1.39 -0.33 -3.44
H -2.56 -0.18 -0.63
H -1.65 -1.53 -1.31
H -3.26 -1.14 -1.95
H -0.69 1.23 -1.20
C -4.80 1.82 1.38
C -3.50 2.20 2.06
C -3.65 3.47 2.88
O -2.45 2.35 1.09
H -5.11 2.60 0.69
H -4.68 0.90 0.80
H -5.60 1.66 2.10
H -3.18 1.38 2.71
H -3.92 4.31 2.23
H -2.70 3.73 3.36
H -4.41 3.36 3.64
H -2.71 3.07 0.50

Computed properties:
LUMO: -2.7 eV
HOMO-LUMO gap: 0.3638 hartree
net charge: +1

***

# 2
The following is a DFT calculation (ωB97M-V with the def2-TZVPD basis set) of 4 unconnected molecules or ions with the total composition C13H33NO8.

Atoms and positions in Å:
C -0.74 -1.95 -5.58
N -0.58 -0.77 -6.46
O -1.49 -0.36 -7.15
O 0.55 -0.38 -6.54
H -0.43 -2.71 -6.30
H -1.73 -2.00 -5.14
H 0.03 -2.07 -4.82
C -0.11 0.69 -0.48
O -0.99 -0.24 -0.91
C -1.54 0.02 -2.24
C -2.86 -0.74 -2.60
O -2.54 -2.14 -2.72
C -2.60 -2.94 -1.56
H 0.40 0.41 0.45
H -0.71 1.58 -0.31
H 0.62 0.83 -1.28
H -0.80 -0.20 -3.01
H -1.67 1.10 -2.24
H -3.27 -0.46 -3.57
H -3.58 -0.45 -1.84
H -3.63 -3.00 -1.21
H -1.87 -2.60 -0.82
H -2.13 -3.91 -1.69
C -0.03 4.00 4.35
O -0.47 3.50 5.57
C -1.88 3.26 5.61
C -2.39 2.13 4.72
O -2.30 2.49 3.30
C -2.08 1.43 2.35
H -0.79 4.39 3.67
H 0.58 3.38 3.69
H 0.46 4.96 4.53
H -2.46 4.14 5.31
H -2.10 3.01 6.64
H -3.35 1.79 5.11
H -1.66 1.32 4.77
H -2.25 1.67 1.30
H -2.91 0.72 2.42
H -1.12 1.00 2.64
C 4.97 -0.21 2.31
O 4.22 -0.41 1.13
C 3.84 -1.73 0.89
C 2.82 -1.88 -0.28
O 3.38 -1.22 -1.47
C 2.45 -1.47 -2.52
H 5.94 -0.70 2.39
H 4.45 -0.58 3.19
H 5.04 0.84 2.60
H 3.51 -2.26 1.78
H 4.72 -2.33 0.65
H 1.90 -1.47 0.13
H 2.64 -2.94 -0.46
H 2.69 -0.91 -3.42
H 1.50 -1.09 -2.15
H 2.34 -2.53 -2.77

Computed properties:
LUMO: 0.5 eV
SMILES: C[N+](=O)[O-].COCCOC.COCCOC.COCCOC
HOMO-LUMO gap: 0.3699 hartree
energy above the lowest of the compared OMol25 structures with the same formula, charge and spin: 214.57 kJ/mol